Entry from the OMol25 dataset: a 13-piece molecular cluster, C56H87F2N11 overall at a distorted geometry (the ωB97M-V functional and the def2-TZVPD basis).

Geometry as XYZ:
```
156
Properties=species:S:1:pos:R:3:forces:R:3
C -2.01147 -6.53200 -3.23191 -0.1 -0.9 -0.7
C -0.96185 -6.17053 -2.22482 0.4 1.1 0.1
C -1.16857 -4.74652 -1.64061 -0.2 0.2 0.9
C -2.41151 -4.61136 -0.85338 -2.1 -0.8 1.2
N -3.42449 -4.63247 -0.26393 2.3 0.4 -1.3
H -2.00256 -5.79324 -4.03332 -0.3 0.1 0.0
H -3.02986 -6.71067 -2.88684 0.1 0.3 0.3
H -1.68946 -7.46153 -3.70137 -0.1 -0.2 -0.1
H -0.03114 -6.17299 -2.79215 0.3 0.3 0.0
H -0.76194 -6.91357 -1.45278 -0.5 0.2 0.3
H -1.21691 -3.90864 -2.33611 0.1 -0.4 -0.7
H -0.35799 -4.43544 -0.98160 0.0 -0.3 0.1
C 1.23591 -4.84361 -6.69136 0.7 -0.2 0.6
C 0.90550 -4.54571 -5.20175 0.3 -0.1 -1.7
C 0.76701 -3.04779 -4.92880 0.6 0.4 0.4
C 1.97538 -2.15678 -5.07428 -0.3 -0.3 -0.7
N 2.83897 -1.39936 -5.20977 -0.6 -0.7 0.3
H 0.53827 -4.35983 -7.37500 0.1 0.2 0.1
H 1.19444 -5.91560 -6.88429 -0.2 -0.1 0.1
H 2.26916 -4.58039 -6.91768 -0.1 0.4 -0.2
H 1.64960 -5.02769 -4.56763 -0.2 0.0 0.2
H -0.07181 -5.02276 -5.12829 -0.1 0.2 0.9
H 0.48894 -2.85640 -3.89238 -0.4 -0.1 0.1
H -0.02188 -2.67947 -5.58461 0.1 0.4 0.1
C -2.09177 7.60755 -2.43804 1.6 -0.2 1.2
C -2.85622 7.22614 -1.16468 0.1 1.0 -0.9
C -3.09885 5.74117 -1.07186 -0.1 -1.2 0.0
C -1.87282 4.95515 -0.86091 -1.3 1.3 0.1
N -0.93505 4.33516 -0.71103 1.6 -1.1 0.2
H -1.05041 7.32467 -2.28424 0.2 -0.4 -0.4
H -1.99630 8.69285 -2.47120 -0.5 0.0 -0.6
H -2.45787 7.10868 -3.33537 -0.2 0.4 0.0
H -3.71291 7.89125 -1.27339 -0.8 -0.8 0.7
H -2.32425 7.56157 -0.27440 0.1 0.0 0.0
H -3.46196 5.26748 -1.98392 -0.5 0.5 -0.3
H -3.79582 5.42383 -0.29621 -0.1 0.3 0.1
C -1.08408 1.20837 1.47385 -0.4 0.5 0.7
C -0.27467 0.51695 0.44282 -0.1 -0.9 -0.6
C -0.09697 -1.00008 0.77923 0.3 1.0 -0.8
C 0.51146 -1.69045 -0.37788 -0.4 0.0 0.8
N 0.99171 -2.24457 -1.26176 -0.1 0.2 -0.3
H -1.06842 2.27845 1.26698 0.2 0.0 0.3
H -0.64657 0.96676 2.44252 -0.2 0.4 0.3
H -2.13556 0.92180 1.49281 0.0 -0.4 -0.1
H 0.68640 1.02588 0.36916 0.1 -0.3 -0.2
H -0.80454 0.61737 -0.50441 0.2 -0.1 -0.3
H -1.07005 -1.42435 1.02667 0.0 -0.2 -0.1
H 0.55379 -1.10766 1.64701 0.0 -0.1 0.0
C -4.43956 5.90132 3.65440 0.9 -1.0 0.6
C -4.43747 4.37851 3.60500 -0.5 -1.1 -0.6
C -3.53794 3.73701 2.51538 0.5 0.0 0.0
C -2.15976 4.19129 2.54414 1.7 1.5 0.5
N -1.06436 4.56433 2.62227 -1.2 -0.4 -0.1
H -3.40701 6.19331 3.46287 -0.1 0.6 -0.1
H -4.61674 6.09782 4.71180 -0.4 0.8 -0.3
H -5.13979 6.36044 2.95655 0.1 0.1 0.2
H -5.44925 4.01085 3.43404 0.0 0.0 -0.2
H -4.20609 3.92457 4.56859 0.5 0.2 0.1
H -3.88376 3.90486 1.49542 -0.3 -0.1 0.0
H -3.33441 2.67185 2.62541 -1.0 -0.4 0.1
C -0.08665 2.22064 5.13966 0.6 0.3 -0.1
C -0.00480 2.92033 6.52055 -0.6 -0.7 -0.7
C -0.87991 2.11581 7.48750 -0.1 0.2 0.2
C -2.31842 2.34047 7.25123 -0.4 -0.2 0.2
N -3.44862 2.46471 7.05205 0.8 0.1 0.0
H -1.09429 1.88929 4.88871 -0.3 0.2 0.2
H 0.51172 1.31068 5.09448 0.2 0.0 0.2
H 0.23577 2.85076 4.31075 0.1 0.1 0.1
H -0.37742 3.94218 6.44930 0.0 0.0 0.0
H 0.98619 2.95551 6.97309 0.2 0.0 -0.5
H -0.59265 2.33950 8.51490 -0.5 0.2 0.1
H -0.69679 1.04804 7.36737 0.0 -0.1 -0.1
C -3.46019 1.19074 -2.72337 0.1 0.7 -0.4
C -3.55462 -0.16187 -2.03787 0.1 0.6 -0.2
C -4.55006 -1.09167 -2.75117 -0.5 -0.1 0.3
C -5.97551 -0.80893 -2.47185 -1.2 0.5 0.3
N -7.09201 -0.60160 -2.22118 1.7 -0.3 -0.4
H -3.15365 1.07906 -3.76340 0.0 0.0 -0.1
H -2.75653 1.87510 -2.24943 0.5 -0.3 0.2
H -4.36202 1.80258 -2.70201 -0.5 -0.5 -0.1
H -3.76720 0.05486 -0.99100 -0.3 -0.6 0.1
H -2.57112 -0.62791 -2.09819 0.0 -0.1 0.1
H -4.42213 -2.14634 -2.50740 0.2 0.0 0.3
H -4.39074 -1.03693 -3.82807 0.0 0.2 -0.1
C 2.84795 -3.19776 2.33599 0.2 0.3 1.0
C 3.07352 -2.06687 3.37453 -0.3 0.5 -1.1
C 2.21523 -2.01557 4.62401 -0.5 -0.9 0.3
C 0.78567 -1.83757 4.40125 1.3 0.1 -0.4
N -0.31842 -1.71359 4.16336 -1.7 0.2 -0.2
H 3.58434 -3.09751 1.53864 0.0 0.1 -0.1
H 1.84846 -3.21303 1.90138 0.0 0.1 0.1
H 3.02839 -4.16549 2.80401 -0.1 -0.1 0.0
H 2.87434 -1.10144 2.90938 0.4 0.1 -0.4
H 4.11826 -2.05217 3.68502 0.0 -0.1 0.0
H 2.53653 -1.18955 5.25849 0.2 -0.3 0.2
H 2.22065 -2.98282 5.12650 0.6 0.1 0.6
C 3.00726 1.83711 -2.55859 -0.6 -0.8 -0.7
C 1.73441 1.05232 -3.00764 0.3 -0.1 0.6
C 1.02923 1.56126 -4.25961 0.4 -0.6 0.1
C 0.05572 0.59559 -4.78203 0.2 1.0 0.3
N -0.74791 -0.04330 -5.28331 -0.5 -0.8 -0.2
H 3.34266 1.39728 -1.61936 -0.1 0.5 0.2
H 2.83612 2.91286 -2.51899 -0.2 0.0 0.4
H 3.85551 1.70215 -3.22969 -0.1 -0.2 -0.3
H 0.99767 1.05945 -2.20435 0.0 0.1 0.2
H 1.93809 -0.00675 -3.16568 0.4 0.0 0.1
H 1.76928 1.63004 -5.05691 0.0 0.6 -0.1
H 0.50465 2.48339 -4.00943 0.2 0.2 -0.5
C 4.20746 -6.80875 -1.56729 -0.8 -0.3 0.8
C 4.01337 -5.37519 -1.08145 1.9 -0.2 -1.2
C 2.62246 -4.76240 -1.06203 0.4 -0.1 0.3
C 1.73339 -5.32555 -0.07499 -1.5 -0.9 2.1
N 0.98401 -5.76682 0.70031 1.3 0.6 -1.3
H 3.69764 -7.44735 -0.84593 -0.8 -0.4 -0.5
H 5.19801 -7.25682 -1.48895 0.4 0.9 -0.3
H 3.85103 -6.86425 -2.59587 -0.2 -0.6 0.1
H 4.55997 -4.77299 -1.80717 0.1 0.4 0.0
H 4.59723 -5.25562 -0.16881 -0.6 0.3 0.4
H 2.04440 -4.83757 -1.98306 0.5 0.0 -0.5
H 2.77945 -3.70173 -0.86597 -0.4 -0.1 0.1
C 4.42509 4.16015 0.31716 0.6 0.0 -0.6
C 3.61226 4.81258 1.39466 -0.4 0.0 0.5
C 2.29984 4.05140 1.72786 0.8 0.0 -0.1
C 2.52179 2.61588 2.07397 0.0 -1.1 0.7
N 2.65297 1.49403 2.36910 -0.2 2.0 -0.7
H 4.50350 3.08310 0.46518 0.1 0.0 0.1
H 5.42907 4.58456 0.31829 0.1 -0.1 0.0
H 4.04492 4.32286 -0.69135 -0.3 0.0 0.0
H 3.36632 5.84426 1.14317 -0.3 0.0 -0.3
H 4.24100 4.95374 2.27379 -0.1 -0.4 0.3
H 1.64535 4.05999 0.85627 -0.2 0.0 0.0
H 1.79180 4.58244 2.53284 -0.2 -0.4 0.1
F -6.25000 1.82965 2.58134 -0.3 0.1 0.0
C -5.50993 0.70589 2.52067 -0.2 -0.3 -1.0
C -4.56224 0.48721 3.45266 1.1 0.0 1.4
C -3.73949 -0.64789 3.38814 -0.4 1.3 0.6
C -3.88458 -1.49894 2.33684 0.0 -0.9 -1.6
C -4.81195 -1.27135 1.30638 -0.4 1.5 1.5
C -5.66141 -0.13870 1.45245 0.3 -1.5 -1.5
H -4.46934 1.25724 4.20421 0.2 -0.2 0.4
H -2.96046 -0.79870 4.12079 0.0 -0.1 0.1
H -3.22820 -2.34743 2.21184 0.1 -0.2 0.2
H -4.82944 -1.94971 0.46619 -0.3 0.1 -0.1
H -6.40180 0.08457 0.69854 -0.1 0.0 -0.1
F 6.67975 0.15141 1.12963 0.6 0.3 0.4
C 6.26831 -0.45246 0.00527 -1.2 0.4 1.2
C 4.91419 -0.65272 -0.08262 -0.2 -0.6 -0.1
C 4.39310 -1.28175 -1.20998 0.4 1.0 0.6
C 5.24692 -1.56953 -2.28095 0.1 -0.7 0.8
C 6.63309 -1.43450 -2.09941 -0.9 0.3 0.0
C 7.13999 -0.85121 -0.92827 1.1 -0.2 -2.1
H 4.35329 -0.35242 0.79008 -0.5 0.0 -0.1
H 3.32604 -1.44587 -1.18088 -0.1 -0.1 -0.6
H 4.79421 -2.00146 -3.16123 0.3 0.0 -0.3
H 7.30789 -1.73553 -2.88709 0.1 0.1 -0.1
H 8.17996 -0.56400 -0.87947 0.2 -0.3 0.3
```
Positions in Å, forces in eV/Å.

Output
- ΔE to the lowest compared entry with this formula, charge and spin (kcal/mol) = 0.0
- LUMO level (hartree) = 0.016
- total energy (eV) = -81306.46718
- orbital gap (eV) = 9.65